(1)
Below is a structure of composition C4H6F12HfN5O22S8, with properties calculated with ωB97M-V/def2-TZVPD.

Each line ends with the Löwdin charge.
Geometry (Å):
1 Hf -28.888 -6.803 12.816  1.977
2 C -28.450 -7.361 17.636  -0.584
3 F -27.130 -7.448 17.400  0.130
4 F -29.020 -8.549 17.424  0.139
5 F -28.587 -6.958 18.939  0.113
6 S -29.168 -6.061 16.449  0.540
7 O -28.319 -4.922 16.627  -0.254
8 O -29.003 -6.588 15.082  -0.450
9 O -30.573 -5.831 16.712  -0.283
10 C -27.926 -6.629 7.940  -0.518
11 F -29.016 -7.433 7.822  0.098
12 F -27.096 -6.766 6.859  0.106
13 F -28.333 -5.309 7.875  0.085
14 S -26.955 -7.012 9.592  0.612
15 O -27.871 -6.792 10.735  -0.459
16 O -26.527 -8.400 9.613  -0.295
17 O -25.749 -6.087 9.533  -0.306
18 N -28.285 -8.917 13.170  -0.370
19 S -28.891 -10.227 13.730  0.513
20 O -28.614 -10.654 15.128  -0.211
21 O -29.612 -11.074 12.777  -0.246
22 F -30.172 -9.265 14.082  -0.264
23 S -26.994 -9.946 12.782  0.570
24 O -27.086 -10.865 11.656  -0.202
25 O -26.115 -10.289 13.920  -0.214
26 F -26.056 -8.756 12.239  -0.190
27 N -26.857 -5.914 13.193  -0.360
28 S -25.880 -4.504 12.731  0.635
29 O -24.929 -4.708 11.624  -0.229
30 O -25.808 -3.341 13.589  -0.206
31 F -27.067 -3.905 11.837  -0.212
32 S -25.709 -6.218 14.214  0.446
33 O -25.663 -5.438 15.433  -0.225
34 O -24.482 -6.816 13.658  -0.227
35 F -26.419 -7.509 14.822  -0.214
36 N -29.924 -4.941 12.263  -0.365
37 S -30.673 -4.344 10.760  0.577
38 O -29.732 -3.792 9.840  -0.206
39 O -32.066 -3.942 10.688  -0.216
40 F -30.792 -5.848 10.274  -0.201
41 S -30.281 -3.501 12.829  0.483
42 O -31.538 -3.307 13.481  -0.220
43 O -29.504 -2.361 12.372  -0.194
44 F -29.343 -3.986 14.081  -0.234
45 C -31.981 -10.015 10.954  0.092
46 N -30.941 -8.949 10.802  -0.337
47 O -30.706 -8.134 11.728  -0.118
48 O -30.296 -8.896 9.815  0.159
49 H -32.340 -10.271 9.957  0.107
50 H -32.745 -9.609 11.618  0.097
51 H -31.579 -10.938 11.373  0.098
52 C -33.207 -5.973 14.734  0.056
53 N -32.449 -7.083 14.170  -0.301
54 O -32.953 -8.228 13.950  0.068
55 O -31.274 -6.839 13.819  -0.102
56 H -33.758 -5.415 13.976  0.117
57 H -32.493 -5.409 15.334  0.090
58 H -34.028 -6.346 15.346  0.106

Output
Calculated total energy ... -177327.372 eV
Relative energy (zero: lowest compared OMol25 entry of this formula, charge and spin) ... 0.0000 eV
E_HOMO ... -7.999 eV
Net charge ... -1

***

(2)
Below is a structure of composition C4H6F12Na3O3P2, with properties calculated with ωB97M-V/def2-TZVPD.

Each line ends with the Löwdin charge.
Geometry (Å):
1 Na 2.433 0.340 1.020  0.490
2 Na -2.413 0.406 2.890  0.782
3 Na 0.712 3.835 1.127  0.797
4 P 0.003 1.257 1.119  0.425
5 F 1.524 1.754 0.648  -0.208
6 F -0.124 2.528 2.138  -0.173
7 F -0.957 2.090 0.070  -0.074
8 F -1.342 0.648 1.824  -0.233
9 F -0.030 -0.080 0.142  -0.159
10 F 0.847 0.489 2.289  -0.106
11 P 4.059 1.344 -0.801  0.215
12 F 4.231 0.796 0.749  -0.176
13 F 5.578 2.038 -0.762  -0.144
14 F 4.565 -0.111 -1.285  -0.109
15 F 3.740 1.916 -2.262  -0.104
16 F 2.551 0.715 -0.772  -0.201
17 F 3.450 2.647 -0.188  -0.117
18 C -2.624 -2.085 1.042  0.044
19 C -2.533 -1.331 -0.383  -0.290
20 C -1.152 -1.317 -0.993  -0.076
21 O -1.455 -1.697 -2.389  0.100
22 C -2.711 -2.094 -2.486  -0.532
23 O -3.177 -2.801 -3.384  0.135
24 O -3.390 -1.900 -1.330  0.086
25 H -1.570 -2.300 1.219  0.075
26 H -3.165 -3.025 0.930  0.107
27 H -2.932 -1.415 1.845  0.031
28 H -2.975 -0.337 -0.316  0.146
29 H -0.409 -1.986 -0.558  0.148
30 H -0.733 -0.323 -1.144  0.119

Output
Calculated total energy ... -74825.904 eV
Relative energy (zero: lowest compared OMol25 entry of this formula, charge and spin) ... 6.9310 eV
E_HOMO ... -12.761 eV
Net charge ... +1

***

(3)
Below is the molecule C4H6F2, with properties calculated with ωB97M-V/def2-TZVPD.

Each line ends with the Löwdin charge.
Geometry (Å):
1 C 1.366 -0.337 0.162  -0.107
2 C 0.098 0.064 -0.614  -0.300
3 C -0.669 0.896 0.340  -0.065
4 C -1.304 -0.499 -0.245  -0.449
5 F -2.387 -0.585 -1.007  0.132
6 F -1.256 -1.565 0.556  0.094
7 H 0.993 -1.008 1.099  0.122
8 H 2.073 -1.170 -0.246  0.089
9 H 2.012 0.493 0.564  0.085
10 H 0.155 0.840 -1.474  0.157
11 H -1.128 1.772 -0.313  0.138
12 H 0.047 1.099 1.176  0.106

Output
Calculated total energy ... -9676.872 eV
Structure (SMILES) ... C[C@@H]1CC1(F)F
Relative energy (zero: lowest compared OMol25 entry of this formula, charge and spin) ... 2.8894 eV
E_HOMO ... -9.900 eV

***

(4)
Below is the molecule C4H6F2, with properties calculated with ωB97M-V/def2-TZVPD.

Each line ends with the Löwdin charge.
Geometry (Å):
1 C -0.806 -0.213 2.348  -0.082
2 C 0.284 0.441 1.335  -0.148
3 C 0.096 0.023 -0.105  -0.320
4 F -1.154 -0.165 -0.510  0.087
5 C 1.052 0.091 -1.029  -0.092
6 F 0.716 -0.193 -2.307  0.008
7 H -0.916 -1.305 2.391  0.066
8 H -1.827 0.165 2.147  0.067
9 H -0.689 0.208 3.362  0.062
10 H 0.106 1.511 1.517  0.109
11 H 1.334 0.325 1.520  0.093
12 H 2.181 0.268 -0.875  0.150

Output
Calculated total energy ... -9678.811 eV
Structure (SMILES) ... CC/C(F)=C/F
Relative energy (zero: lowest compared OMol25 entry of this formula, charge and spin) ... 0.9505 eV
E_HOMO ... -9.345 eV

***

Q: Among the records above, which one has the highest E_HOMO?
A: C4H6F12HfN5O22S8

***

Copy entry 1 word for word.
Below is a structure of composition C4H6F12HfN5O22S8, with properties calculated with ωB97M-V/def2-TZVPD.

Each line ends with the Löwdin charge.
Geometry (Å):
1 Hf -28.888 -6.803 12.816  1.977
2 C -28.450 -7.361 17.636  -0.584
3 F -27.130 -7.448 17.400  0.130
4 F -29.020 -8.549 17.424  0.139
5 F -28.587 -6.958 18.939  0.113
6 S -29.168 -6.061 16.449  0.540
7 O -28.319 -4.922 16.627  -0.254
8 O -29.003 -6.588 15.082  -0.450
9 O -30.573 -5.831 16.712  -0.283
10 C -27.926 -6.629 7.940  -0.518
11 F -29.016 -7.433 7.822  0.098
12 F -27.096 -6.766 6.859  0.106
13 F -28.333 -5.309 7.875  0.085
14 S -26.955 -7.012 9.592  0.612
15 O -27.871 -6.792 10.735  -0.459
16 O -26.527 -8.400 9.613  -0.295
17 O -25.749 -6.087 9.533  -0.306
18 N -28.285 -8.917 13.170  -0.370
19 S -28.891 -10.227 13.730  0.513
20 O -28.614 -10.654 15.128  -0.211
21 O -29.612 -11.074 12.777  -0.246
22 F -30.172 -9.265 14.082  -0.264
23 S -26.994 -9.946 12.782  0.570
24 O -27.086 -10.865 11.656  -0.202
25 O -26.115 -10.289 13.920  -0.214
26 F -26.056 -8.756 12.239  -0.190
27 N -26.857 -5.914 13.193  -0.360
28 S -25.880 -4.504 12.731  0.635
29 O -24.929 -4.708 11.624  -0.229
30 O -25.808 -3.341 13.589  -0.206
31 F -27.067 -3.905 11.837  -0.212
32 S -25.709 -6.218 14.214  0.446
33 O -25.663 -5.438 15.433  -0.225
34 O -24.482 -6.816 13.658  -0.227
35 F -26.419 -7.509 14.822  -0.214
36 N -29.924 -4.941 12.263  -0.365
37 S -30.673 -4.344 10.760  0.577
38 O -29.732 -3.792 9.840  -0.206
39 O -32.066 -3.942 10.688  -0.216
40 F -30.792 -5.848 10.274  -0.201
41 S -30.281 -3.501 12.829  0.483
42 O -31.538 -3.307 13.481  -0.220
43 O -29.504 -2.361 12.372  -0.194
44 F -29.343 -3.986 14.081  -0.234
45 C -31.981 -10.015 10.954  0.092
46 N -30.941 -8.949 10.802  -0.337
47 O -30.706 -8.134 11.728  -0.118
48 O -30.296 -8.896 9.815  0.159
49 H -32.340 -10.271 9.957  0.107
50 H -32.745 -9.609 11.618  0.097
51 H -31.579 -10.938 11.373  0.098
52 C -33.207 -5.973 14.734  0.056
53 N -32.449 -7.083 14.170  -0.301
54 O -32.953 -8.228 13.950  0.068
55 O -31.274 -6.839 13.819  -0.102
56 H -33.758 -5.415 13.976  0.117
57 H -32.493 -5.409 15.334  0.090
58 H -34.028 -6.346 15.346  0.106

Output
Calculated total energy ... -177327.372 eV
Relative energy (zero: lowest compared OMol25 entry of this formula, charge and spin) ... 0.0000 eV
E_HOMO ... -7.999 eV
Net charge ... -1

***

Q: Which formula does entry 1 have?
A: C4H6F12HfN5O22S8